ORCA calculation (wB97M-V/def2-TZVPD) on C15H32O6P2Pt as an isolated structure at a distorted geometry.

```
! RIJCOSX wB97M-V def2-TZVPD def2/J DEFGRID3
* xyz 4 5
Pt 0.4989 0.0466 0.5997
C 2.2974 0.8538 0.3810
O 3.3423 1.3360 0.3769
C 1.2145 -1.6994 1.1073
O 1.6385 -2.7499 1.3451
C -1.3769 -0.4880 0.7418
O -2.4311 -0.9715 0.8006
C 1.9326 -0.1676 -2.7590
P 0.2918 0.0112 -1.8838
H -0.5650 1.5855 -3.4607
H 2.5180 0.6699 -2.3502
C -0.8053 -1.1368 -2.8475
H -0.5020 -0.9871 -3.8975
C 1.8616 -0.0209 -4.2814
H 1.3475 0.8857 -4.6174
H 1.3800 -0.8863 -4.7496
H 2.8867 0.0258 -4.6723
C 2.6358 -1.4697 -2.3619
H 2.2644 -2.3320 -2.9307
C -1.4889 2.1698 -1.6376
H 2.5643 -1.7038 -1.2902
H 3.7044 -1.3630 -2.5938
C 0.8582 2.7588 -2.3145
H -1.3329 2.1025 -0.5504
H -1.6755 3.2200 -1.8873
H -2.3818 1.5872 -1.8687
C -0.2516 1.7062 -2.4090
H 0.4140 3.7475 -2.4835
H 1.6383 2.6237 -3.0695
H 1.3325 2.7687 -1.3275
C -2.3041 -0.8115 -2.7609
H -2.6669 -0.8264 -1.7226
H -2.8617 -1.5809 -3.3166
H -2.5393 0.1583 -3.2156
C -0.5731 -2.6049 -2.4867
H -0.7321 -2.7918 -1.4186
H 0.4254 -2.9579 -2.7535
H -1.2933 -3.2223 -3.0382
H 0.5478 0.8804 2.2935
H 0.0112 1.5977 0.7329
C 0.6704 -1.8439 4.5258
O 1.0640 -0.6228 3.9139
P 0.0653 0.6236 3.7979
O 0.0003 1.2960 5.2162
C -0.6759 0.5281 6.3403
O -1.4517 0.1022 3.5214
C -2.5080 1.1319 3.3828
H 1.3849 -2.5916 4.1664
H -0.3662 -2.1256 4.2583
H 0.7807 -1.7138 5.6074
H -1.2563 -0.3344 5.9581
H 0.1077 0.1880 7.0267
H -1.3382 1.2454 6.8313
H -3.3915 0.6403 2.9836
H -2.7227 1.5907 4.3580
H -2.1872 1.9227 2.6896
*
```

Output
Expectation value of S²: 6.026
Kohn-Sham gap (spin up / spin down) in eV: 5.688 / 3.994
Largest force on an atom in eV/A: 7.1
LUMO energy (spin up / spin down) in eV: -13.16 / -19.00

Here are the Mulliken charges for atoms 1 to 8, given in e: atom 1 (Pt): 1.720, atom 2 (C): 0.153, atom 3 (O): -0.248, atom 4 (C): 0.013, atom 5 (O): -0.301, atom 6 (C): 0.130, atom 7 (O): -0.289, atom 8 (C): 0.492